No. 1
Formula: C10H36NO10
Source: OMol25
Level of theory: wB97M-V/def2-TZVPD

Its HOMO-LUMO gap is 4.01 eV. The LUMO energy is 2.0 eV. For the highest occupied orbital energy, the calculation gives -2.0164 eV.

Structure (ORCA input):
```
! RIJCOSX wB97M-V def2-TZVPD def2/J DEFGRID3
* xyz -1 1
N -0.7724 -0.0345 0.3943
H -1.5082 0.6961 0.3420
H 0.0934 0.2993 -0.0349
H -1.2484 -0.8489 0.0048
H -0.5363 -0.1696 1.3764
C -3.8387 0.7833 0.1000
O -2.9681 1.5354 0.6940
O -4.9658 0.6594 0.6962
O -3.7155 0.1894 -1.0598
O -1.9132 -1.8231 -1.3594
H -2.6358 -1.2195 -1.6658
H -2.3489 -2.6679 -1.2147
O -2.2352 -2.4414 1.6415
H -1.4519 -2.7304 2.1218
H -2.7960 -3.2228 1.6031
O -2.0293 3.5176 -0.9747
H -2.2851 2.7742 -0.3674
H -1.9444 3.0989 -1.8349
O -3.2755 -0.0199 3.3222
H -2.9903 -0.5287 2.5558
H -2.5995 -0.1691 3.9899
C 2.3551 2.6647 -1.9041
C 1.2596 1.6088 -2.1201
C 1.2428 1.0092 -3.5251
O 1.4917 0.5539 -1.1727
H 3.3654 2.3216 -2.1222
H 2.2904 2.9167 -0.8439
H 2.0696 3.5763 -2.4313
H 0.2816 2.0095 -1.8502
H 0.6142 1.5843 -4.2057
H 0.7941 0.0156 -3.4812
H 2.2525 0.9362 -3.9340
H 2.2823 0.0855 -1.4631
C 1.0293 2.4684 2.0924
C 0.8911 1.6317 3.3513
C 0.4024 2.5122 4.5136
O -0.0240 0.5521 3.1494
H 1.4361 1.8710 1.2752
H 1.6580 3.3452 2.2516
H 0.0643 2.8838 1.7936
H 1.8289 1.1712 3.6801
H 0.0279 1.8493 5.2980
H -0.3669 3.2159 4.2006
H 1.2165 3.0695 4.9815
H -0.1206 0.1244 4.0047
C 1.0998 -4.2845 -0.9946
C 1.5027 -3.0051 -1.7331
C 2.8002 -3.2541 -2.5529
O 0.4717 -2.7307 -2.6631
H 0.2053 -4.1487 -0.3886
H 1.9353 -4.6666 -0.3982
H 0.9606 -5.0897 -1.7201
H 1.6336 -2.2994 -0.9062
H 2.6971 -4.1962 -3.0911
H 3.6830 -3.2714 -1.9156
H 2.8665 -2.4659 -3.3031
H -0.2332 -2.2426 -2.2025
*
```

Löwdin population analysis, charges in e, atoms 1 to 2:
1. N 0.28
2. H 0.06

***

No. 2
Formula: C10H36O13
Source: OMol25
Level of theory: wB97M-V/def2-TZVPD

Its HOMO-LUMO gap is 10.08 eV. The LUMO energy is 0.3 eV. Its structure (SMILES) is OCCO.OCCO.OCCO.OCCO.OCCO.O.O.O. For the highest occupied orbital energy, the calculation gives -9.7881 eV.

Structure (ORCA input):
```
! RIJCOSX wB97M-V def2-TZVPD def2/J DEFGRID3
* xyz 0 1
O 0.9291 -3.1412 0.2940
C 0.1669 -4.3180 0.3529
C 0.1267 -4.8928 -1.0983
O 1.4321 -5.4940 -1.3112
H 1.8393 -3.3815 0.1059
H 0.5705 -4.9587 1.1369
H -0.8726 -4.1518 0.6353
H 0.0522 -4.1688 -1.9097
H -0.6282 -5.6741 -1.1870
H 2.1218 -4.8285 -1.3654
O 3.3770 -0.1046 -2.2885
C 4.5065 0.5556 -1.7769
C 4.2330 1.1043 -0.3874
O 2.9078 1.7825 -0.2369
H 2.5965 0.3117 -1.9156
H 5.4604 0.0285 -1.7581
H 4.6291 1.3630 -2.4987
H 5.0005 1.8620 -0.2296
H 4.3210 0.3731 0.4162
H 2.2581 1.1534 0.0851
O -0.7543 3.9015 3.0087
C -0.4488 2.8082 2.0976
C -0.6345 1.4276 2.8541
O 0.5227 1.0245 3.5819
H 0.0319 4.1531 3.4987
H -1.2036 2.8934 1.3159
H 0.5066 2.9992 1.6089
H -0.8940 0.7302 2.0577
H -1.5516 1.3858 3.4417
H 0.9167 1.7209 4.1125
O -3.3720 2.8782 -0.8866
C -4.3539 1.8828 -0.6608
C -3.9727 0.9471 0.5357
O -3.8653 1.8101 1.5748
H -3.4383 3.2812 -1.7554
H -5.3189 2.3774 -0.5495
H -4.4358 1.3602 -1.6138
H -2.9593 0.6263 0.2945
H -4.6336 0.1164 0.7833
H -3.4600 2.5801 1.1694
O 1.1298 -0.1707 -0.3459
C -0.0586 0.3183 -0.7913
C -1.0395 -0.7942 -1.3252
O -1.4844 -1.4873 -0.1460
H 0.9927 -0.9634 0.1780
H -0.6355 0.9974 -0.1636
H 0.0805 1.0831 -1.5554
H -0.4974 -1.4626 -1.9942
H -1.8797 -0.4061 -1.9009
H -0.8396 -2.0906 0.2307
O 2.7538 -0.2088 2.3541
H 1.9449 0.2195 2.6342
H 3.4339 0.4511 2.4891
O -3.2071 -3.6370 -1.6306
H -2.8850 -3.3531 -2.4861
H -3.5329 -2.8365 -1.2192
O 1.3514 3.2388 -2.3306
H 1.8129 2.8283 -1.5994
H 0.8509 3.9495 -1.9298
*
```

Löwdin population analysis, charges in e, atoms 1 to 2:
1. O -0.08
2. C -0.21

***

No. 3
Formula: C10H37BBrNO12
Source: OMol25
Level of theory: wB97M-V/def2-TZVPD

Its HOMO-LUMO gap is 9.69 eV. The LUMO energy is 0.1 eV. Its structure (SMILES) is NB(O)C(=O)O[C@H](O)Br.CO.CO.CO.CO.CO.CO.CO.CO. For the highest occupied orbital energy, the calculation gives -9.5615 eV.

Structure (ORCA input):
```
! RIJCOSX wB97M-V def2-TZVPD def2/J DEFGRID3
* xyz 0 1
N 1.5154 0.7575 -0.9626
B 0.6842 -0.2424 -1.5298
O 0.8055 -0.6446 -2.8506
C -0.3171 -1.0487 -0.5496
O 0.1105 -1.5478 0.4876
O -1.6285 -1.2831 -0.9042
C -2.2800 -0.1764 -1.4507
O -2.3721 0.8511 -0.5310
Br -4.0557 -0.7748 -1.9875
H 1.4489 0.7937 0.0476
H 1.4405 1.6938 -1.3359
H 0.0929 -0.3533 -3.4252
H -1.8255 0.1713 -2.3849
H -1.9834 1.6611 -0.8943
C -5.2616 1.7460 0.5607
O -4.6876 2.6289 -0.3921
H -6.1371 1.2834 0.1138
H -4.5349 0.9652 0.7893
H -5.5553 2.2498 1.4855
H -3.8932 3.0168 -0.0170
C 3.1056 -3.8169 0.3037
O 2.7501 -3.1972 1.5365
H 3.6627 -4.7214 0.5371
H 2.2141 -4.0862 -0.2673
H 3.7419 -3.1636 -0.2977
H 2.2451 -2.4014 1.3310
C 5.3668 -6.7108 2.1768
O 4.9321 -5.9453 3.2994
H 5.8921 -7.5867 2.5482
H 4.5139 -7.0387 1.5736
H 6.0346 -6.1224 1.5466
H 4.4824 -5.1712 2.9478
C -4.1492 6.1974 -1.1708
O -3.5581 5.1041 -1.8761
H -3.3862 6.9641 -1.0719
H -4.9958 6.6133 -1.7155
H -4.4787 5.8894 -0.1761
H -4.2188 4.4074 -1.9680
C -0.7939 3.1352 -3.3199
O -1.3956 3.2879 -2.0441
H -0.1671 2.2441 -3.2879
H -1.5402 3.0031 -4.1085
H -0.1594 3.9880 -3.5748
H -1.9568 4.0845 -2.0670
C -6.2575 8.2222 1.1581
O -5.5814 8.8322 0.0640
H -7.1910 7.8229 0.7700
H -5.6777 7.4005 1.5880
H -6.4873 8.9441 1.9456
H -4.7556 9.1962 0.3905
C 4.3917 -3.0179 5.0720
O 4.4782 -2.1985 3.9169
H 5.0940 -2.6191 5.8013
H 3.3898 -3.0054 5.5125
H 4.6729 -4.0526 4.8665
H 3.8775 -2.5425 3.2436
C 4.8126 -6.8896 -1.5707
O 5.7970 -6.0045 -1.0438
H 4.5251 -7.5738 -0.7774
H 3.9267 -6.3420 -1.9052
H 5.2157 -7.4662 -2.4068
H 6.0620 -5.4101 -1.7491
*
```

Löwdin population analysis, charges in e, atoms 1 to 2:
1. N 0.22
2. B -0.55

***

No. 4
Formula: C10H37GaN13O6
Source: OMol25
Level of theory: wB97M-V/def2-TZVPD

Its HOMO-LUMO gap is 6.62 eV. The LUMO energy is 2.2 eV. For the highest occupied orbital energy, the calculation gives -4.4690 eV.

Structure (ORCA input):
```
! RIJCOSX wB97M-V def2-TZVPD def2/J DEFGRID3
* xyz -1 1
N 0.8346 -1.1025 -1.4666
C 1.6072 -1.5841 -0.2963
C 0.7504 -1.7929 0.9483
C 1.4367 -1.5857 2.3046
C 2.3411 -0.3518 2.3958
Ga 1.3262 1.3725 1.8877
H -0.1089 -1.4714 -1.4064
H 0.7524 -0.0966 -1.3552
H 2.1019 -2.5129 -0.5880
H 2.3791 -0.8395 -0.1243
H 0.3940 -2.8289 0.9250
H -0.1421 -1.1780 0.8836
H 1.9549 -2.4907 2.6225
H 0.6356 -1.4470 3.0382
H 2.7389 -0.2570 3.4087
H 3.1894 -0.4673 1.7163
H -0.2624 1.0490 1.9512
H 1.6977 2.5481 2.9496
H 1.7052 1.8184 0.3782
C -2.7278 -2.2019 1.9600
O -2.5024 -2.1048 0.7704
N -3.5165 -1.3071 2.6337
N -2.1787 -3.1936 2.7290
H -3.6657 -1.3363 3.6234
H -3.8683 -0.5297 2.1082
H -1.5392 -3.8177 2.2743
H -2.3053 -3.2588 3.7201
C 4.1258 -4.0959 4.6523
O 2.9751 -3.9641 4.2949
N 4.5231 -5.0621 5.5474
N 5.1199 -3.2782 4.1875
H 5.4692 -5.1782 5.8539
H 3.8117 -5.6699 5.9052
H 4.8429 -2.5514 3.5500
H 6.0790 -3.3522 4.4652
C 1.1387 0.5281 -5.7202
O 1.6328 0.6982 -6.8293
N 0.2152 1.3771 -5.1792
N 1.4355 -0.5413 -4.9308
H -0.1795 1.2159 -4.2677
H -0.0813 2.1859 -5.6994
H 2.1248 -1.1862 -5.2659
H 1.0227 -0.6968 -4.0216
C -2.5788 -0.5859 -4.5371
O -1.7731 -0.4068 -3.6437
N -2.2550 -0.4358 -5.8574
N -3.8780 -0.9460 -4.2776
H -2.9033 -0.5646 -6.6098
H -1.3042 -0.1679 -6.0548
H -4.1300 -1.0684 -3.3142
H -4.5599 -1.1135 -4.9914
C -0.9645 3.8014 5.7629
O -2.0398 3.3087 6.0747
N -0.4824 4.9187 6.4141
N -0.1629 3.3224 4.7843
H 0.3924 5.3503 6.1873
H -1.0482 5.3026 7.1452
H -0.4551 2.5099 4.2662
H 0.7191 3.7268 4.5293
C -2.0942 4.1410 -5.6089
O -1.0995 3.9510 -6.2868
N -3.1529 3.2753 -5.6102
N -2.2161 5.2208 -4.7800
H -3.9657 3.3936 -5.0370
H -3.0654 2.4513 -6.1756
H -1.4397 5.8537 -4.7391
H -3.0125 5.3834 -4.1948
*
```

Löwdin population analysis, charges in e, atoms 1 to 2:
1. N 0.00
2. C -0.29

***

No. 5
Formula: C10H38B2In2O10
Source: OMol25
Level of theory: wB97M-V/def2-TZVPD

Its HOMO-LUMO gap is 2.51 eV. The LUMO energy is -17.3 eV. For the highest occupied orbital energy, the calculation gives -19.8368 eV.

Structure (ORCA input):
```
! RIJCOSX wB97M-V def2-TZVPD def2/J DEFGRID3
* xyz 4 1
In -3.8791 0.8000 0.4506
In 0.3247 1.6286 3.8395
B -0.6261 0.0581 0.4372
H -0.9604 0.4662 -0.6498
H 0.1193 0.9303 0.8192
H -1.5457 -0.0664 1.1769
H -0.0338 -0.9535 0.2726
B -2.3099 1.9933 2.8298
H -2.1954 0.8205 3.0658
H -3.4917 2.1936 2.6835
H -1.9389 2.7598 3.7054
H -1.7822 2.2422 1.8032
C 2.4931 -0.9972 4.4691
C 1.9190 -1.4192 3.1691
O 0.5256 -1.1451 3.3243
O 1.9500 0.3394 4.7350
H 3.5817 -0.9796 4.5468
H 2.1664 -1.6383 5.2910
H 1.9727 -2.4685 2.8708
H 2.2998 -0.9379 2.2651
H 0.0716 -1.7657 2.7434
H 2.3751 0.7348 5.5071
C 4.1827 2.2773 3.2915
C 3.8060 2.2053 1.8285
O 2.6582 1.3640 1.8045
O 2.9919 2.7531 3.9935
H 4.9243 3.0708 3.4145
H 4.5209 1.2997 3.6290
H 4.6271 1.7607 1.2643
H 3.5849 3.1922 1.4197
H 2.6421 0.8291 1.0046
H 3.1563 2.9395 4.9271
C -0.4168 -3.6297 -1.4438
C -1.1202 -5.0425 -1.3562
O -0.6668 -5.8974 -2.3589
O -1.0969 -2.7115 -2.2545
H 0.5773 -3.8154 -1.8586
H -0.2476 -3.2868 -0.4228
H -2.2140 -4.9954 -1.4775
H -0.9776 -5.5067 -0.3822
H -0.7541 -5.4415 -3.2097
H -0.8876 -3.0082 -3.1535
C 0.5015 1.6488 -2.9011
C 0.8552 0.1929 -2.9494
O 1.4594 -0.2674 -1.7843
O -0.4284 1.9852 -3.9127
H 1.3653 2.3227 -2.8153
H -0.0018 1.8998 -1.9364
H 1.4452 -0.1152 -3.8136
H -0.0553 -0.4772 -2.9380
H 0.9594 -0.1277 -0.9577
H -0.5255 2.9477 -3.8483
C -3.7985 1.3248 -4.5661
C -3.2772 0.2554 -3.5406
O -2.6312 0.7624 -2.4231
O -5.1384 1.5925 -4.2342
H -3.8000 0.8007 -5.5282
H -3.2008 2.2269 -4.7264
H -2.6543 -0.3806 -4.1931
H -4.0808 -0.4075 -3.2276
H -1.7536 1.1327 -2.6205
H -5.5659 1.7313 -5.0984
*
```

Löwdin population analysis, charges in e, atoms 1 to 2:
1. In 1.21
2. In 1.59

***

No. 6
Formula: C10H3B2InNO16
Source: OMol25
Level of theory: wB97M-V/def2-TZVPD

Its HOMO-LUMO gap is 0.94 eV. The LUMO energy is -11.6 eV. For the highest occupied orbital energy, the calculation gives -12.5403 eV.

Structure (ORCA input):
```
! RIJCOSX wB97M-V def2-TZVPD def2/J DEFGRID3
* xyz 1 1
In -4.3267 -17.6930 -13.6606
O -11.6783 -14.5335 -8.9836
C -11.0605 -15.5552 -9.3511
O -10.1457 -15.7353 -10.2542
B -9.6327 -17.1095 -10.2001
O -10.1757 -17.6805 -8.9376
C -11.0398 -16.8846 -8.4651
O -11.7269 -16.9812 -7.4757
O -8.1624 -17.1140 -10.3261
C -7.8416 -17.6733 -11.5051
O -6.7729 -17.9209 -11.9773
C -9.1055 -18.2185 -12.0922
O -10.0986 -17.8985 -11.3555
O -9.1593 -18.8363 -13.1658
O -1.4230 -14.9180 -17.0014
C -0.6169 -15.7931 -16.6649
O 0.5439 -15.9603 -17.3586
B 1.1499 -17.1905 -16.8383
O 0.1978 -17.6992 -15.8538
C -0.8341 -16.9811 -15.7549
O -1.8202 -17.1855 -15.0649
O 2.5311 -17.0190 -16.3446
C 3.3645 -17.8751 -16.9112
O 4.5715 -17.9290 -16.6645
C 2.5605 -18.5956 -18.0339
O 1.3245 -18.2389 -17.8397
O 2.9750 -19.3943 -18.8898
C -1.5216 -20.8120 -17.0727
C -2.6190 -20.1181 -16.3970
N -3.4255 -19.4595 -15.8469
H -1.0475 -20.2410 -17.8710
H -1.8216 -21.7759 -17.4838
H -0.7920 -21.0919 -16.3128
*
```

Löwdin population analysis, charges in e, atoms 1 to 2:
1. In 1.10
2. O 0.28

***

What did we get for molar mass? Answer: 330.40; 364.38; 454.12; 505.21; 569.66; 529.57 g mol⁻¹, in the order shown.